{
  "formula": "C21H63N17O13",
  "method": "wB97M-V/def2-TZVPD",
  "elements": ["C", "C", "C", "C", "C", "C", "C", "C", "C", "N", "O", "H", "H", "H", "H", "H", "H", "H", "H", "H", "H", "H", "H", "H", "H", "H", "H", "H", "H", "H", "N", "C", "N", "O", "H", "H", "H", "H", "N", "C", "N", "O", "H", "H", "H", "H", "N", "C", "N", "O", "H", "H", "H", "H", "N", "C", "N", "O", "H", "H", "H", "H", "N", "C", "N", "O", "H", "H", "H", "H", "N", "C", "N", "O", "H", "H", "H", "H", "N", "C", "N", "O", "H", "H", "H", "H", "N", "C", "N", "O", "H", "H", "H", "H", "O", "C", "C", "O", "H", "H", "H", "H", "H", "H", "O", "C", "C", "O", "H", "H", "H", "H", "H", "H"],
  "coordinates": [[13.41, 7.81, 19.65], [13.61, 7.41, 21.14], [12.97, 6.01, 21.29], [15.09, 7.37, 21.46], [15.66, 8.72, 21.94], [14.76, 9.35, 23.01], [13.24, 9.41, 22.75], [12.62, 9.47, 24.14], [12.98, 10.72, 21.99], [12.79, 8.21, 22.08], [11.45, 8.30, 21.68], [13.63, 8.85, 19.38], [14.23, 7.33, 19.10], [12.47, 7.42, 19.27], [13.12, 5.61, 22.29], [11.99, 5.94, 20.83], [13.59, 5.34, 20.69], [15.28, 6.58, 22.19], [15.72, 7.18, 20.59], [16.59, 8.53, 22.48], [15.84, 9.37, 21.08], [15.12, 10.38, 23.13], [15.01, 8.78, 23.91], [13.08, 10.21, 24.81], [12.77, 8.52, 24.65], [11.55, 9.67, 24.12], [11.88, 10.75, 21.90], [13.41, 10.69, 20.99], [13.17, 11.64, 22.54], [10.93, 7.88, 22.38], [17.06, 7.41, 12.26], [16.91, 8.41, 13.17], [17.25, 8.03, 14.45], [16.45, 9.52, 12.97], [16.64, 7.49, 11.35], [17.61, 6.60, 12.46], [17.63, 7.15, 14.73], [17.18, 8.73, 15.17], [19.69, 12.77, 13.29], [20.64, 12.04, 13.94], [20.21, 11.52, 15.14], [21.79, 11.93, 13.55], [18.78, 12.80, 13.70], [19.89, 13.08, 12.36], [20.81, 10.91, 15.65], [19.50, 12.01, 15.66], [17.62, 3.88, 22.53], [16.97, 4.06, 21.32], [17.79, 4.14, 20.25], [15.75, 4.09, 21.26], [17.08, 3.48, 23.27], [18.62, 3.74, 22.54], [17.40, 4.46, 19.38], [18.77, 4.25, 20.41], [20.90, 5.15, 22.56], [20.80, 5.26, 21.19], [19.99, 6.31, 20.85], [21.36, 4.49, 20.43], [21.61, 4.56, 22.96], [20.44, 5.84, 23.13], [19.83, 6.39, 19.86], [20.23, 7.16, 21.36], [19.01, 9.93, 22.34], [20.27, 9.57, 22.00], [20.77, 10.11, 20.87], [20.93, 8.80, 22.70], [18.68, 9.65, 23.24], [18.37, 10.57, 21.87], [20.35, 10.86, 20.33], [21.74, 9.90, 20.70], [15.34, 13.05, 21.52], [16.30, 12.40, 20.79], [16.04, 12.43, 19.45], [17.36, 12.06, 21.31], [14.42, 13.13, 21.13], [15.40, 13.20, 22.51], [15.20, 12.77, 19.04], [16.74, 11.98, 18.88], [14.69, 4.58, 18.24], [15.76, 5.06, 17.57], [15.96, 4.60, 16.31], [16.55, 5.87, 18.09], [14.61, 4.72, 19.23], [14.28, 3.80, 17.75], [15.26, 4.03, 15.87], [16.80, 4.89, 15.86], [20.66, 7.93, 15.15], [21.52, 6.94, 15.47], [21.63, 6.61, 16.79], [22.08, 6.30, 14.58], [20.52, 8.06, 14.17], [20.08, 8.38, 15.83], [22.45, 6.14, 17.11], [21.05, 7.09, 17.46], [16.59, 9.14, 17.62], [17.87, 9.44, 18.20], [18.52, 8.18, 18.80], [18.90, 7.19, 17.89], [16.43, 8.23, 17.92], [18.55, 9.83, 17.43], [17.78, 10.18, 19.00], [17.91, 7.91, 19.67], [19.46, 8.59, 19.20], [18.14, 6.59, 17.83], [18.24, 13.24, 17.14], [18.63, 14.18, 18.15], [19.80, 13.63, 18.94], [19.50, 12.36, 19.54], [17.33, 13.43, 16.92], [18.82, 15.15, 17.69], [17.80, 14.38, 18.84], [20.10, 14.33, 19.72], [20.62, 13.45, 18.25], [18.63, 12.46, 19.97]],
  "mulliken_charge": [-1.224, 1.300, -1.608, 0.137, 0.147, -1.783, 1.720, -2.016, -1.522, 0.571, -0.576, 0.208, 0.088, 0.323, 0.425, 0.399, 0.136, 0.455, -0.710, 0.357, -0.310, 0.359, 0.481, 0.373, 0.474, 0.397, 0.360, 0.215, 0.372, 0.363, -0.362, 0.576, -0.074, -0.657, 0.219, 0.169, 0.090, 0.025, -0.351, 0.462, -0.099, -0.651, 0.176, 0.217, 0.182, 0.026, -0.394, 0.704, -0.230, -0.635, 0.248, 0.154, -0.035, 0.152, -0.331, 0.180, 0.158, -0.648, 0.231, 0.205, 0.248, -0.033, 0.004, 0.190, -0.062, -0.751, 0.256, 0.138, 0.291, 0.232, -0.423, 0.788, -0.112, -0.908, 0.200, 0.257, 0.218, -0.146, -0.361, 0.646, -0.473, -0.298, 0.050, 0.154, 0.161, 0.171, -0.163, 0.515, -0.265, -0.716, 0.152, 0.091, 0.195, 0.158, -0.663, 1.471, -0.648, -0.140, 0.325, -0.312, -0.838, 0.137, 0.562, 0.309, -0.413, -0.456, -0.554, -0.504, 0.246, 0.369, 0.297, 0.322, 0.417, 0.052],
  "de_lowest_kj_mol": 27.3,
  "mol_weight_da": 761.84,
  "max_force_ha_per_bohr": 0.049,
  "orbital_gap_ev": 8.131,
  "smiles": "CC1(C)CCCC(C)(C)N1O.NC(N)=O.NC(N)=O.NC(N)=O.NC(N)=O.NC(N)=O.NC(N)=O.NC(N)=O.NC(N)=O.OCCO.OCCO",
  "e_tot_ev": -74754.9270
}

---

{
  "formula": "C21H63N3O12",
  "method": "wB97M-V/def2-TZVPD",
  "elements": ["C", "O", "C", "C", "C", "N", "H", "H", "H", "H", "H", "H", "H", "H", "H", "H", "H", "C", "O", "C", "C", "C", "N", "H", "H", "H", "H", "H", "H", "H", "H", "H", "H", "H", "C", "O", "C", "C", "C", "N", "H", "H", "H", "H", "H", "H", "H", "H", "H", "H", "H", "O", "C", "C", "O", "H", "H", "H", "H", "H", "H", "O", "C", "C", "O", "H", "H", "H", "H", "H", "H", "O", "C", "C", "O", "H", "H", "H", "H", "H", "H", "C", "O", "H", "H", "H", "H", "C", "O", "H", "H", "H", "H", "C", "O", "H", "H", "H", "H"],
  "coordinates": [[-0.42, 0.78, -5.32], [-1.32, 1.50, -4.50], [-1.06, 1.83, -3.12], [0.10, 2.86, -2.96], [0.14, 3.62, -1.57], [-0.26, 3.92, -3.88], [-0.39, -0.29, -5.12], [0.55, 1.27, -5.37], [-0.77, 0.88, -6.35], [-1.99, 2.30, -2.80], [-0.87, 0.93, -2.53], [1.00, 2.33, -3.26], [0.99, 4.30, -1.55], [0.13, 2.86, -0.78], [-0.77, 4.22, -1.48], [-1.13, 4.32, -3.55], [-0.42, 3.54, -4.81], [5.05, -1.88, 1.63], [4.68, -0.66, 2.21], [5.33, -0.36, 3.48], [4.60, 0.90, 4.01], [3.17, 0.51, 4.30], [4.59, 2.00, 3.01], [5.91, -2.38, 2.09], [5.28, -1.71, 0.58], [4.19, -2.54, 1.71], [5.31, -1.10, 4.28], [6.40, -0.17, 3.42], [5.07, 1.19, 4.95], [3.19, -0.18, 5.15], [2.78, 0.02, 3.41], [2.54, 1.31, 4.68], [3.65, 2.33, 2.86], [4.76, 1.48, 2.16], [-4.09, -1.15, -2.94], [-5.16, -0.50, -2.44], [-4.87, 0.42, -1.36], [-6.18, 1.24, -1.05], [-7.37, 0.47, -0.43], [-6.92, 1.85, -2.17], [-3.43, -0.44, -3.44], [-4.25, -2.00, -3.61], [-3.51, -1.56, -2.11], [-4.58, -0.11, -0.46], [-4.04, 1.02, -1.73], [-5.89, 2.10, -0.44], [-7.10, -0.21, 0.37], [-7.78, -0.24, -1.15], [-8.26, 1.04, -0.18], [-7.16, 1.07, -2.77], [-6.38, 2.47, -2.75], [0.14, 0.82, 0.77], [0.48, -0.62, 0.90], [0.20, -1.39, -0.39], [-1.21, -1.29, -0.52], [-0.67, 0.70, 0.29], [1.55, -0.72, 1.10], [0.09, -0.95, 1.86], [0.43, -2.45, -0.26], [0.57, -0.96, -1.32], [-1.72, -1.79, 0.12], [-2.93, -2.47, 1.64], [-3.95, -3.35, 1.22], [-4.12, -4.56, 2.11], [-4.31, -4.28, 3.49], [-2.99, -2.48, 2.60], [-4.87, -2.77, 1.19], [-3.80, -3.75, 0.22], [-3.21, -5.13, 1.96], [-4.92, -5.21, 1.76], [-3.99, -5.04, 3.98], [2.04, 2.73, 1.56], [1.58, 4.10, 1.51], [2.23, 5.14, 2.41], [1.74, 6.43, 2.15], [1.37, 2.17, 1.17], [1.62, 4.47, 0.48], [0.55, 4.02, 1.85], [3.19, 5.32, 1.93], [2.29, 5.05, 3.50], [2.44, 7.01, 2.45], [0.82, -4.98, 1.58], [1.78, -5.77, 2.14], [1.19, -4.11, 1.03], [0.04, -5.45, 0.97], [0.25, -4.46, 2.35], [1.91, -5.80, 3.09], [3.36, 1.03, -1.88], [4.42, 0.15, -1.82], [3.50, 2.08, -2.13], [2.64, 0.73, -2.65], [2.78, 1.00, -0.96], [5.11, 0.73, -1.50], [3.23, -3.56, -1.29], [2.70, -2.56, -2.04], [3.37, -3.28, -0.24], [2.75, -4.53, -1.45], [4.27, -3.62, -1.60], [3.00, -1.73, -1.66]],
  "mulliken_charge": [-0.715, -0.430, -0.140, 0.404, -1.068, -0.731, 0.278, 0.325, 0.268, 0.035, 0.141, 0.273, 0.417, -0.039, 0.305, 0.312, 0.336, -0.760, -0.264, -0.854, 0.450, -1.134, -0.769, 0.388, 0.231, 0.130, 0.480, 0.390, 0.311, 0.420, 0.027, 0.400, 0.171, 0.350, -0.445, -0.387, 0.380, -0.033, -1.269, -0.728, 0.199, 0.332, 0.079, 0.132, -0.179, 0.436, 0.313, 0.297, 0.385, 0.288, 0.238, -0.501, 0.100, -0.073, -0.248, 0.195, -0.103, 0.253, -0.090, 0.119, 0.153, -0.472, -0.136, -0.637, -0.525, 0.280, 0.179, 0.322, 0.304, 0.350, 0.317, -0.079, 0.094, -0.875, -0.551, 0.142, 0.124, 0.340, 0.351, 0.335, 0.338, -0.332, -0.553, -0.031, 0.287, 0.296, 0.307, -0.852, -0.551, 0.546, 0.284, 0.309, 0.342, -0.302, -0.428, -0.158, 0.306, 0.329, 0.219],
  "de_lowest_kj_mol": 0.0,
  "mol_weight_da": 549.74,
  "max_force_ha_per_bohr": 0.060,
  "orbital_gap_ev": 8.987,
  "smiles": "COC[C@H](C)N.COC[C@H](C)N.COC[C@H](C)N.OCCO.OCCO.OCCO.CO.CO.CO",
  "e_tot_ev": -51831.2769
}